This record from the Open Molecules 2025 dataset describes 12 unconnected molecules or ions with the total composition C62H171N17O29P10 in a non-equilibrium geometry. The level of theory is ωB97M-V/def2-TZVPD.

Structure (XYZ):
```
289
Properties=species:S:1:pos:R:3:forces:R:3
O -1.449994 -4.062613 0.929476 1.2 -2.1 1.7
P -1.076988 -4.870536 2.177827 -0.3 1.4 -1.4
N -1.664676 -4.107174 3.559882 -0.6 -0.3 -0.2
C -1.059497 -2.851424 4.048194 0.6 -1.4 0.7
C -3.088298 -4.163539 3.961425 0.2 -0.2 -1.1
N 0.629393 -4.852773 2.501209 -1.1 -0.4 3.3
C 1.577404 -5.135529 1.511495 -0.1 0.8 -3.1
C 1.257086 -5.375686 3.757960 -1.4 0.2 -0.2
N -1.618979 -6.493848 2.170436 0.1 1.3 -2.0
C -1.236664 -7.234980 3.371012 -0.2 -0.3 -0.4
C -1.764116 -7.197631 0.787696 -0.4 0.3 1.3
H -0.808570 -3.203912 5.048636 0.6 1.1 0.2
H -1.727953 -1.996540 4.150385 -0.3 -0.2 -0.5
H -0.164894 -2.568008 3.493693 -0.1 -0.1 0.0
H -3.284418 -4.363967 5.014734 0.5 -0.2 0.1
H -3.605573 -4.898645 3.344870 0.0 -0.2 0.2
H -3.551012 -3.202744 3.735848 -0.1 0.1 -0.1
H 2.051000 -4.200182 1.213259 0.1 0.3 -0.6
H 2.451280 -5.760418 1.695717 -0.6 -0.7 0.7
H 0.978237 -5.526381 0.689102 0.8 -0.1 -0.7
H 2.247727 -4.921241 3.772484 -0.1 -0.2 0.6
H 0.641336 -5.204940 4.641028 0.3 0.7 0.1
H 1.299392 -6.464626 3.735227 0.6 -0.1 -0.3
H -0.777138 -6.506168 4.038668 0.0 -0.6 0.1
H -2.063662 -7.700119 3.907497 -0.4 0.2 -0.2
H -0.575319 -8.065716 3.124829 0.4 0.1 0.0
H -2.804474 -7.452763 0.586050 -0.1 -0.1 0.5
H -1.171806 -8.111617 0.744155 0.1 0.0 0.4
H -1.503988 -6.616945 -0.097306 0.4 0.6 0.6
O 1.508259 1.028132 -2.373747 -1.3 -2.6 1.9
P 0.733470 -0.018602 -1.543801 -1.7 1.9 -1.0
N 0.365479 -1.462239 -2.330093 0.9 -0.1 0.4
C 0.065311 -2.750084 -1.678587 -0.3 0.5 0.4
C 0.248399 -1.493770 -3.794616 0.4 1.3 0.2
N -0.820667 0.688152 -1.096736 0.5 -2.7 -0.3
C -2.036168 -0.108694 -0.604565 1.3 0.8 -0.4
C -0.866149 2.125053 -0.945429 0.3 -0.3 0.1
N 1.439694 -0.456113 -0.095105 -0.2 -0.7 1.4
C 2.864803 -0.509236 0.095181 1.4 1.8 -1.9
C 0.717528 -0.987741 1.054800 -1.8 -1.2 -0.6
H 0.443366 -2.901300 -0.667500 0.2 0.6 -0.1
H 0.477341 -3.591722 -2.235331 -0.2 0.1 -0.4
H -1.017092 -2.819929 -1.570770 -0.1 -0.6 -0.2
H -0.573495 -0.882038 -4.166601 -0.5 -0.5 0.1
H 0.204779 -2.510197 -4.185861 -0.1 0.1 0.2
H 1.111852 -0.961726 -4.193955 0.3 -0.3 -0.2
H -2.956361 0.239690 -1.073582 0.3 0.0 -0.2
H -1.944501 -1.184236 -0.755946 0.3 0.2 -0.3
H -2.168868 0.014942 0.470243 0.1 0.2 0.2
H -1.692893 2.385598 -0.284593 0.0 0.2 0.0
H 0.081969 2.443820 -0.512344 -0.1 0.4 0.1
H -0.983526 2.614278 -1.912381 -0.2 0.2 0.0
H 3.448705 -1.066720 -0.637189 -0.4 -1.1 0.1
H 3.195701 0.470814 -0.248480 0.5 0.5 0.6
H 3.264725 -0.692952 1.092382 -0.7 -0.1 0.0
H 1.266063 -1.781280 1.562234 0.5 0.4 0.2
H -0.148507 -1.578276 0.755876 -0.2 0.0 -0.4
H 0.227423 -0.319097 1.762484 0.7 0.8 0.1
O -7.080097 -5.800266 -2.411401 1.0 0.7 1.4
P -5.851272 -5.650842 -1.558461 -0.7 0.5 1.2
N -5.870850 -4.474590 -0.240415 -1.4 -0.8 -0.4
C -4.849800 -3.378459 -0.055391 -0.8 -1.5 -1.1
C -7.196115 -4.401829 0.502947 1.7 -0.9 -0.6
N -4.575579 -5.181711 -2.478945 1.9 -0.2 -1.8
C -3.126890 -5.397729 -2.228361 -0.4 0.8 0.1
C -4.846533 -4.670434 -3.866332 -1.0 0.1 1.4
N -5.431229 -7.074325 -0.763715 1.3 -1.2 -1.5
C -4.731219 -8.155382 -1.619398 -0.8 1.6 0.1
C -6.008466 -7.523249 0.535794 1.2 0.7 -1.5
H -5.066069 -2.747667 0.806836 -0.3 -0.1 -0.2
H -4.855199 -2.832994 -0.999073 0.3 0.6 0.3
H -3.854575 -3.800284 0.084958 0.0 0.0 0.1
H -7.141049 -5.124139 1.317408 -0.1 0.4 0.6
H -7.981991 -4.812459 -0.130989 -0.1 0.6 -0.2
H -7.392603 -3.398380 0.880536 -0.1 -0.1 -0.2
H -2.613460 -6.160626 -2.813586 -0.7 -1.0 0.1
H -2.518105 -4.572382 -2.597518 -0.5 0.9 0.3
H -2.921609 -5.470167 -1.160319 -0.1 -0.2 -0.2
H -4.679432 -3.593347 -3.874000 0.7 0.0 -0.3
H -4.315628 -5.230037 -4.636448 0.2 0.1 0.1
H -5.920800 -4.735107 -4.039113 0.1 -0.4 -0.1
H -3.717803 -8.390801 -1.294335 -0.2 -0.2 0.6
H -5.330200 -9.049998 -1.789660 -0.1 0.0 0.5
H -4.555620 -7.776404 -2.626200 -0.3 0.4 0.0
H -5.288134 -7.223944 1.297129 -0.2 -0.3 0.5
H -6.060136 -8.605984 0.421321 -0.4 0.1 0.6
H -6.962142 -7.027797 0.717827 0.0 -0.5 0.0
O -1.672012 4.696180 -6.248638 0.4 1.3 2.1
P -1.395695 5.668674 -5.119521 -1.4 1.8 -0.6
N -1.866195 7.308514 -5.636632 0.3 -3.1 -0.6
C -2.278630 8.400617 -4.851331 0.8 0.2 1.1
C -1.959438 7.578497 -7.034447 1.1 -0.5 -0.1
N 0.197021 5.877498 -4.636974 -0.4 -2.0 2.3
C 0.818400 4.892695 -3.725843 -1.0 0.4 0.2
C 1.176419 6.610762 -5.340572 -0.7 1.5 -1.3
N -2.247858 5.359140 -3.658708 0.5 -0.7 -2.9
C -2.081822 6.034276 -2.380308 0.0 -0.9 -0.6
C -3.400100 4.405959 -3.804996 0.2 0.8 0.0
H -2.404901 9.318862 -5.424890 -0.2 -0.2 -0.4
H -1.368954 8.587964 -4.280814 -0.6 0.6 1.4
H -3.218104 8.173557 -4.347403 0.2 0.4 0.7
H -1.299885 8.413172 -7.271943 0.2 0.2 -0.2
H -2.959188 7.901267 -7.325017 -0.2 -0.6 -0.4
H -1.519167 6.667861 -7.440646 -0.8 0.2 -1.3
H 1.420466 4.188018 -4.299472 -0.1 -0.4 0.2
H 1.437838 5.336499 -2.946458 0.4 0.6 -0.3
H 0.019458 4.466379 -3.119178 0.1 -0.8 -0.4
H 0.753553 6.743564 -6.336380 0.6 0.4 -0.3
H 1.261474 7.585027 -4.859246 0.4 0.2 -0.3
H 2.156635 6.140995 -5.421691 -0.2 -0.3 0.1
H -1.608554 5.270508 -1.763247 -0.3 0.3 0.9
H -1.430271 6.908034 -2.391173 -0.1 -0.1 -0.4
H -3.083488 6.325993 -2.064594 0.2 0.1 0.5
H -4.210264 4.859624 -4.375896 -0.2 0.3 0.2
H -3.767478 4.144093 -2.812748 0.1 -0.1 0.0
H -3.186934 3.502479 -4.376285 0.6 0.0 0.3
O 3.373246 3.687137 3.653832 3.4 -2.0 1.5
P 4.792172 3.145315 3.883681 -1.7 1.5 -3.9
N 5.705668 4.298808 4.740513 3.0 0.4 -1.2
C 5.195946 5.508425 5.294255 -2.0 0.2 1.1
C 7.231690 4.276980 4.841239 -0.5 -1.8 0.1
N 5.604364 2.827740 2.391895 0.8 4.5 3.8
C 6.491303 3.733920 1.643092 0.1 0.1 0.1
C 5.228772 1.717231 1.682668 -0.9 -2.9 -0.1
N 5.069061 1.828947 4.918593 -0.6 0.1 0.3
C 3.914830 1.402046 5.722039 -0.4 -1.1 -0.4
C 6.385978 1.212097 5.218353 -0.1 -0.1 -0.7
H 4.108948 5.561079 5.355611 -0.2 -0.9 0.0
H 5.313546 6.396723 4.673612 1.2 0.0 0.0
H 5.553828 5.532946 6.323538 0.3 0.8 -0.2
H 7.822824 5.096916 4.433356 -0.9 0.5 -0.1
H 7.645087 3.375012 4.389957 -0.4 0.1 -0.4
H 7.530428 4.137524 5.880190 -0.4 0.4 0.3
H 6.960383 3.107200 0.884620 0.0 0.2 -0.1
H 5.933175 4.530384 1.150908 0.1 0.0 0.0
H 7.338640 4.146885 2.190448 -0.3 0.1 0.3
H 5.353587 1.803004 0.603238 -0.1 0.1 0.2
H 5.894739 0.971101 2.116113 -0.3 -1.3 -0.9
H 4.183959 1.500778 1.905391 -0.1 -0.5 -0.3
H 3.797500 0.324551 5.606466 0.5 -0.3 0.2
H 3.993694 1.596200 6.791706 0.1 0.3 -0.1
H 2.964903 1.710677 5.285598 0.3 0.9 0.2
H 6.336548 0.200324 5.620812 -0.8 0.2 0.4
H 6.968153 1.838298 5.894407 0.0 -0.1 0.0
H 6.943023 1.008282 4.303881 0.0 0.7 -0.2
C -6.180677 2.899142 -0.159867 0.1 0.7 -0.3
N -5.302068 1.725525 -0.551070 0.9 1.0 -1.1
O -5.380265 0.759410 0.146910 0.0 -1.0 0.5
O -4.533082 1.816741 -1.538295 -1.8 0.4 1.8
H -7.035553 2.935532 -0.835121 0.4 0.1 -0.3
H -5.564923 3.798384 -0.177429 -0.1 -0.1 -0.6
H -6.609657 2.884202 0.842063 0.5 -1.0 0.1
C -0.437220 1.720684 -5.464514 1.0 -0.5 1.6
N -0.908886 1.709663 -6.848547 1.6 2.2 1.7
O -0.019446 1.997837 -7.638105 -1.3 -0.7 -0.9
O -2.096045 1.633237 -6.977809 -0.7 -0.4 -1.5
H -0.899141 0.928017 -4.875934 0.2 -0.2 -0.4
H -0.679737 2.618539 -4.896061 -0.4 0.4 -0.8
H 0.651221 1.693481 -5.515964 -0.2 -0.5 0.3
C -0.787908 -4.045668 7.474113 -0.3 -0.4 -0.6
C -0.142878 -3.661082 8.749728 0.1 0.6 0.8
O 1.191518 -4.251284 8.739307 2.3 2.3 0.4
P 2.580086 -3.355285 8.511380 1.4 -1.1 -0.3
O 3.898220 -4.057424 8.787451 -3.2 1.4 -0.5
O 2.325821 -1.999239 9.353945 -1.4 -1.8 0.5
C 3.232477 -0.956986 9.481148 0.7 2.9 -0.3
C 2.528249 0.434408 9.866140 -0.4 -1.5 0.2
O 2.495185 -2.798654 6.975465 -0.3 0.1 0.3
C 3.539816 -2.879122 5.935498 -0.6 -1.4 2.1
C 3.128027 -2.332194 4.633662 -0.5 1.3 -1.0
H -1.453156 -3.278475 7.077927 -0.4 -0.3 0.3
H -0.023129 -4.168587 6.707234 0.0 -0.2 0.1
H -1.266095 -5.000125 7.694207 -0.3 0.0 -0.8
H -0.239834 -2.593295 8.946071 1.1 0.3 -0.3
H -0.694985 -4.036966 9.611113 0.4 -0.6 0.0
H 4.045754 -1.083443 10.195773 -0.2 -0.8 0.2
H 3.705428 -0.866289 8.503296 0.2 0.4 -0.2
H 1.544107 0.496313 9.401677 0.2 0.2 -0.5
H 2.282524 0.532355 10.923556 0.2 -0.6 0.2
H 3.120314 1.335570 9.706526 0.2 -0.3 -0.6
H 4.410327 -2.336155 6.303573 0.1 -0.1 0.1
H 3.771981 -3.941742 5.864498 0.4 0.1 -0.1
H 4.079094 -2.232020 4.110653 -0.1 0.1 -0.5
H 2.399166 -2.817401 3.984478 0.2 -0.8 0.4
H 2.669783 -1.346800 4.717984 0.3 0.4 0.3
C -8.639268 -1.884441 -8.270118 0.7 1.2 1.3
C -8.407091 -0.933478 -7.001567 -1.1 -1.6 -2.0
O -8.027221 0.366566 -7.449854 0.6 1.7 -0.6
P -6.538494 0.684143 -7.931241 1.5 -1.5 -0.5
O -6.057078 0.021553 -9.202341 -1.0 1.7 2.1
O -5.770087 0.096688 -6.643463 0.4 -0.1 -0.2
C -4.401595 -0.294482 -6.790185 0.9 -1.0 1.3
C -3.726317 -0.306119 -5.365893 -0.9 0.6 -0.6
O -6.282746 2.270397 -7.735318 -3.2 -2.6 -0.7
C -5.035767 2.836809 -7.899936 1.6 1.0 0.7
C -5.176455 4.230598 -8.388628 0.1 1.2 -0.5
H -7.647986 -1.917852 -8.722158 -0.3 -0.6 -0.4
H -9.070110 -2.843085 -7.981189 0.5 -0.1 0.2
H -9.355775 -1.465171 -8.976465 0.2 0.4 0.1
H -9.400102 -0.852460 -6.559458 0.4 0.4 0.6
H -7.634263 -1.323457 -6.339181 -0.3 -0.1 0.1
H -4.323208 -1.332443 -7.113589 -0.5 -0.2 -0.2
H -3.887791 0.239366 -7.589629 0.0 0.5 0.5
H -3.997240 0.546021 -4.742549 0.2 0.6 -0.4
H -4.145421 -1.105086 -4.754264 0.3 -0.5 -0.3
H -2.640042 -0.353573 -5.442466 -0.2 -0.3 0.0
H -4.605902 2.960256 -6.905921 0.3 -0.6 0.2
H -4.335130 2.286731 -8.528115 -0.2 -0.3 0.0
H -6.026786 4.769654 -7.970969 -0.2 -0.4 0.1
H -4.312039 4.774295 -8.007449 0.3 0.1 -0.4
H -5.245775 4.305657 -9.473828 0.1 0.0 0.0
C 3.035944 -6.125914 -1.276361 0.5 -0.9 -0.7
C 4.293952 -5.399830 -0.886120 -2.7 2.7 0.0
O 5.364473 -6.213078 -0.675081 3.4 -0.6 1.8
P 6.341503 -6.057323 0.644609 -0.5 -0.8 1.7
O 7.749359 -6.496133 0.558371 -1.1 1.0 -0.9
O 6.047772 -4.592349 1.394761 0.0 -2.8 -3.0
C 7.024278 -3.950709 2.165347 0.0 1.4 1.4
C 6.465882 -4.044574 3.593560 0.8 -0.4 -0.2
O 5.581662 -7.001203 1.723598 0.1 2.1 -0.7
C 5.444298 -8.375917 1.542002 0.2 -1.7 2.1
C 4.214744 -8.781000 0.834705 -1.3 -0.8 -1.7
H 2.601395 -6.740758 -0.488167 0.1 0.1 -0.2
H 2.298449 -5.451158 -1.711003 0.0 0.1 0.3
H 3.392220 -6.741727 -2.102149 -0.5 -0.5 -0.1
H 4.461554 -4.709142 -1.712536 0.6 0.1 -0.1
H 4.065493 -4.772892 -0.024225 0.3 0.1 0.2
H 8.033368 -4.352819 2.255636 -0.2 -0.7 -0.9
H 7.170225 -2.955343 1.745751 -0.3 0.2 0.1
H 6.898406 -3.314317 4.277474 0.0 -0.1 0.1
H 5.379527 -4.084215 3.673257 0.1 0.3 -0.3
H 6.840126 -5.043434 3.817921 -0.3 0.0 1.0
H 6.355779 -8.891852 1.240158 0.1 0.4 -0.8
H 5.359114 -8.769450 2.554907 -0.1 0.2 0.3
H 3.863930 -9.794101 1.031323 0.7 -0.3 0.3
H 3.302685 -8.237101 1.080516 0.3 0.7 0.2
H 4.346656 -8.759068 -0.247061 -0.1 0.3 -0.1
C 7.665147 3.523567 -6.099942 0.3 -1.3 0.6
C 6.415648 3.280524 -5.172215 0.8 -0.9 -1.0
O 5.861855 4.532010 -4.836539 -0.2 1.6 1.3
P 6.208756 5.258764 -3.429178 0.7 -1.3 1.0
O 7.486607 4.836559 -2.747225 -2.4 1.0 -1.4
O 6.035367 6.816399 -3.707993 2.8 -2.1 1.6
C 5.022944 7.371823 -4.408784 -4.0 1.6 -0.6
C 3.890664 7.862693 -3.433801 0.5 -1.3 -0.3
O 4.874579 4.914657 -2.534259 1.1 1.2 -1.1
C 4.714784 3.659284 -1.946304 0.0 -1.3 1.9
C 3.709050 3.770556 -0.804739 -1.2 1.1 -0.2
H 7.853778 2.831894 -6.920976 -1.0 -0.4 -0.2
H 7.721985 4.503364 -6.574153 -0.3 0.1 0.6
H 8.568914 3.285881 -5.538861 0.1 0.8 0.4
H 5.630560 2.643263 -5.579195 -0.2 0.6 -0.9
H 6.568781 2.682317 -4.274006 1.1 0.4 0.3
H 5.315590 8.273844 -4.946189 0.7 -0.3 -0.1
H 4.618487 6.639668 -5.107697 -0.1 0.2 -0.3
H 3.468280 7.001421 -2.916216 0.2 -0.2 0.2
H 4.349790 8.498519 -2.676814 -0.3 0.3 -0.2
H 3.023062 8.266080 -3.955966 0.5 0.6 0.0
H 4.337904 2.880613 -2.609432 0.0 0.3 -0.5
H 5.640039 3.291268 -1.502942 0.5 0.1 -0.4
H 3.105392 4.642316 -1.057163 -0.7 -0.3 -0.5
H 3.064432 2.896203 -0.714995 0.0 0.0 -0.1
H 3.966242 4.131801 0.190978 1.1 -0.6 0.1
C -2.404054 1.625797 3.483322 -1.7 -0.4 -1.2
C -3.497345 2.723807 3.541322 1.3 -1.7 0.0
O -2.837716 3.854747 4.079719 -0.7 1.2 -0.2
P -3.600590 5.271554 4.059747 0.4 0.9 0.2
O -2.771248 6.333553 4.692037 -0.9 -1.2 -1.0
O -4.999719 4.977551 4.764143 0.5 -0.2 -0.3
C -5.074849 4.885740 6.212495 -1.2 1.4 0.5
C -3.970279 4.174690 6.924961 -0.3 -1.4 -0.2
O -4.057110 5.465825 2.504420 -0.3 0.1 2.0
C -3.218531 6.225842 1.626578 0.8 -0.5 -0.7
C -1.904875 5.439965 1.442341 -0.6 0.0 -0.3
H -1.489273 1.880838 2.948318 0.2 0.7 0.7
H -2.307295 1.113384 4.440488 0.5 0.2 -0.1
H -2.807223 0.928494 2.748941 -0.3 -0.7 0.3
H -3.958554 2.833034 2.559768 0.4 0.7 -0.2
H -4.326619 2.376020 4.157321 0.1 0.2 0.5
H -5.237880 5.882821 6.621580 0.5 0.4 -0.4
H -6.042953 4.431789 6.424116 0.1 -0.4 -0.3
H -4.206611 3.120639 6.779304 0.7 -0.4 -0.3
H -2.977196 4.414779 6.545174 -0.1 0.1 0.4
H -4.074226 4.246488 8.007615 0.2 0.7 0.0
H -3.753374 6.279442 0.678335 -0.1 -0.2 0.0
H -3.097585 7.261178 1.945269 0.1 -0.2 0.4
H -1.449973 5.577111 0.461347 0.3 0.7 0.2
H -1.226537 5.584520 2.283203 0.1 0.1 -0.2
H -2.181729 4.386860 1.393135 0.0 -0.2 0.3
```
Forces are in eV/Å.

Calculated values
gap between HOMO and LUMO (alpha / beta)	6.7 / 1.9	eV
expectation value of S²	0.76
LUMO level (alpha / beta)	-2.508 / -7.347	eV
energy	-8991.14531	Eh
relative energy (zero: lowest compared OMol25 entry of this formula, charge and spin)	6.612	eV
2S+1	2
total charge	+1